(1)
{
  "formula": "C25H24N4O2S",
  "method": "wB97M-V/def2-TZVPD",
  "e_above_lowest_kcal_mol": 8.6,
  "charge": 0,
  "e_lumo_ev": -1.75,
  "homo_lumo_gap_ev": 4.966,
  "e_tot_ev": -47205.67140,
  "species": ["C", "C", "N", "C", "C", "C", "C", "C", "C", "C", "C", "C", "C", "C", "C", "N", "C", "C", "C", "C", "C", "C", "C", "H", "H", "H", "H", "H", "H", "H", "H", "H", "H", "H", "H", "H", "H", "H", "H", "H", "H", "H", "H", "H", "C", "C", "O", "N", "C", "S", "N", "C", "O", "H", "H", "H"],
  "coordinates": [[3.4083, -0.9652, -3.0091], [3.5761, -0.3030, -1.7092], [4.4894, -0.7427, -0.8121], [5.4174, -1.8291, -1.0575], [4.5010, 0.0755, 0.3225], [3.5796, 1.1273, 0.1028], [3.5830, 2.1776, 1.0188], [4.3264, 2.0664, 2.2069], [5.1926, 0.9788, 2.4205], [5.3193, -0.0178, 1.4404], [2.9218, 0.8431, -1.1809], [1.9290, 1.5613, -1.8453], [1.1832, 2.6397, -1.3282], [0.9557, 3.9002, -1.9417], [1.4492, 4.4152, -3.2269], [0.3293, 4.7120, -1.0513], [0.0473, 6.1182, -1.2726], [0.0754, 4.0279, 0.1403], [0.5697, 2.7091, -0.0115], [0.4353, 1.8130, 1.0445], [-0.1214, 2.2604, 2.2513], [-0.5601, 3.5909, 2.3962], [-0.4815, 4.4907, 1.3227], [2.6395, -0.4483, -3.5871], [4.3471, -0.9394, -3.5826], [3.1066, -2.0154, -2.8875], [6.0491, -1.9256, -0.1749], [4.8873, -2.7723, -1.2388], [6.0501, -1.6225, -1.9324], [3.0234, 3.0835, 0.8014], [4.2338, 2.8491, 2.9657], [5.7738, 0.9234, 3.3430], [6.0150, -0.8512, 1.5334], [1.7855, 1.3154, -2.8975], [1.9728, 3.6099, -3.7472], [0.6272, 4.7689, -3.8625], [2.1470, 5.2507, -3.0689], [-0.4365, 6.5038, -0.3745], [0.9706, 6.6839, -1.4589], [-0.6177, 6.2692, -2.1325], [0.7414, 0.7720, 0.9032], [-0.2221, 1.5555, 3.0831], [-0.9762, 3.9088, 3.3531], [-0.8510, 5.5130, 1.3744], [-0.8416, -0.9882, -0.6945], [-1.4499, -1.4276, -1.8920], [-2.1730, -0.7846, -2.6622], [-1.1405, -2.7826, -2.2454], [-0.3367, -3.6579, -1.5653], [0.1532, -5.1407, -2.1864], [0.0652, -3.1636, -0.3448], [0.1389, -1.7672, -0.0450], [1.0344, -1.3816, 0.7260], [-1.0312, 0.0142, -0.3494], [-1.4818, -3.1072, -3.1472], [0.7340, -3.7546, 0.1379]],
  "forces_ev_per_angstrom": [[-0.22, -0.15, -0.48], [0.77, -0.24, 1.15], [-0.78, 0.14, -1.12], [0.09, -0.30, -0.06], [-0.19, 0.74, 0.14], [0.54, -0.51, 0.39], [-0.12, 0.00, 0.30], [0.13, -0.14, -0.43], [-0.33, -0.03, -0.36], [-0.16, 0.19, 0.11], [-0.45, 0.64, 0.18], [0.94, -0.32, -0.33], [-0.62, 0.68, 0.26], [-0.17, -0.84, 1.19], [0.13, 0.01, -0.51], [0.04, -0.07, -0.33], [0.01, 0.13, -0.10], [0.37, -0.64, -0.15], [0.14, 1.00, 0.34], [-0.14, -0.26, 0.33], [0.09, 0.02, -0.46], [0.09, 0.01, -0.38], [-0.16, -0.20, 0.30], [0.10, -0.23, 0.02], [-0.20, -0.05, 0.17], [0.03, 0.23, -0.04], [-0.06, -0.16, -0.25], [0.06, 0.23, 0.16], [-0.17, 0.07, 0.28], [-0.10, -0.25, 0.29], [0.14, -0.27, -0.35], [-0.18, -0.02, -0.34], [-0.14, 0.32, 0.21], [0.04, 0.06, 0.06], [-0.03, 0.24, -0.06], [0.16, -0.04, 0.12], [-0.13, -0.22, -0.12], [0.09, 0.07, -0.26], [-0.18, -0.15, 0.14], [0.08, -0.13, 0.24], [0.02, 0.22, 0.30], [0.05, 0.32, -0.35], [0.08, -0.01, -0.33], [0.02, -0.26, 0.30], [0.33, -0.08, -0.10], [-0.36, 0.08, 0.11], [0.38, -0.46, 0.29], [0.35, -0.76, -0.25], [-0.44, 1.21, 0.28], [-0.18, 0.31, 0.27], [0.70, -0.61, -0.72], [-0.36, 0.20, -0.22], [-0.29, -0.31, 0.10], [0.12, 0.14, -0.19], [0.11, 0.22, 0.33], [-0.05, 0.23, -0.11]]
}



(2)
{
  "formula": "C25H24NO8P3Y",
  "method": "wB97M-V/def2-TZVPD",
  "e_above_lowest_kcal_mol": 13.7,
  "charge": -1,
  "e_lumo_ev": 2.41,
  "homo_lumo_gap_ev": 7.021,
  "e_tot_ev": -73106.99668,
  "species": ["Y", "O", "C", "C", "C", "C", "C", "C", "C", "P", "C", "C", "C", "C", "C", "C", "C", "C", "C", "C", "C", "C", "H", "H", "H", "H", "H", "H", "H", "H", "H", "H", "H", "H", "H", "H", "O", "P", "O", "O", "O", "P", "O", "O", "O", "H", "H", "C", "C", "C", "C", "C", "C", "N", "H", "H", "H", "H", "H", "H", "H", "H"],
  "coordinates": [[-0.3525, -1.9870, -0.7585], [1.4494, -1.4936, -1.9311], [2.5339, -0.9118, -2.2315], [2.9067, 0.2356, -1.3156], [4.2822, 0.4207, -1.1819], [4.8045, 1.4868, -0.4762], [3.9485, 2.4531, 0.0439], [2.5841, 2.3035, -0.1122], [2.0437, 1.1788, -0.7466], [0.2217, 1.0389, -0.8451], [-0.2216, 2.4718, -1.8850], [-0.3605, 3.7708, -1.4047], [-0.6531, 4.8106, -2.2750], [-0.8097, 4.5621, -3.6322], [-0.6806, 3.2684, -4.1178], [-0.3955, 2.2270, -3.2464], [-0.3349, 1.5190, 0.8312], [-1.6400, 1.9949, 0.9713], [-2.1834, 2.2075, 2.2293], [-1.4380, 1.9210, 3.3649], [-0.1529, 1.4180, 3.2347], [0.3981, 1.2226, 1.9772], [4.9285, -0.3009, -1.6680], [5.8764, 1.5904, -0.3596], [4.3435, 3.3191, 0.5598], [1.9209, 3.0598, 0.2904], [-0.2572, 3.9690, -0.3446], [-0.7628, 5.8171, -1.8911], [-1.0427, 5.3747, -4.3085], [-0.8140, 3.0653, -5.1723], [-0.3121, 1.2139, -3.6225], [-2.2396, 2.1927, 0.0898], [-3.1960, 2.5799, 2.3207], [-1.8678, 2.0646, 4.3482], [0.4186, 1.1475, 4.1123], [1.3928, 0.8053, 1.8932], [-1.5955, -3.3529, -3.6883], [-2.7158, -2.9426, -2.6149], [-4.0441, -2.8884, -3.2161], [-2.1829, -1.6954, -1.8665], [-2.6155, -4.1306, -1.4977], [-1.3695, -4.9955, -0.9180], [-1.5509, -4.7220, 0.6531], [-1.4630, -6.4115, -1.2710], [-0.1315, -4.1488, -1.2726], [-0.8022, -3.7474, -3.2938], [-2.0902, -5.3986, 1.0754], [2.1991, -2.1721, 1.6749], [0.8444, -2.0014, 2.2871], [0.4725, -1.9888, 3.6074], [-0.9393, -1.7656, 3.6340], [-1.3456, -1.6493, 2.3299], [-2.7224, -1.4688, 1.7715], [-0.2610, -1.7933, 1.4924], [2.9120, -2.5230, 2.4214], [2.5903, -1.2389, 1.2550], [2.1959, -2.9150, 0.8689], [1.1315, -2.1296, 4.4519], [-1.5756, -1.6957, 4.5042], [-3.3731, -0.9840, 2.5002], [-3.1775, -2.4235, 1.4926], [-2.7281, -0.8344, 0.8782]],
  "forces_ev_per_angstrom": [[0.78, 0.40, -0.39], [-0.04, 0.00, 0.47], [-0.22, -0.22, -0.30], [0.01, -0.01, 0.03], [0.15, 0.06, 0.05], [0.05, 0.00, 0.01], [0.02, -0.05, -0.02], [-0.04, -0.06, 0.03], [0.02, 0.25, 0.07], [-0.15, -0.21, 0.37], [-0.06, -0.08, -0.11], [0.02, 0.06, 0.00], [0.00, -0.02, 0.01], [0.00, -0.05, 0.00], [-0.01, 0.04, 0.03], [0.01, 0.01, 0.02], [-0.13, 0.08, -0.09], [0.01, 0.02, 0.02], [0.03, -0.01, 0.02], [-0.03, 0.02, -0.05], [0.04, 0.03, -0.02], [0.05, 0.03, 0.00], [0.00, 0.00, -0.01], [0.00, 0.00, 0.00], [0.00, 0.01, 0.00], [-0.01, 0.00, 0.01], [0.01, 0.01, -0.02], [0.00, 0.00, 0.00], [0.00, 0.00, 0.00], [0.00, 0.00, -0.01], [0.00, -0.01, 0.00], [-0.01, 0.00, 0.00], [-0.01, 0.00, 0.00], [0.00, 0.00, 0.00], [0.01, 0.00, -0.01], [0.01, 0.02, 0.01], [-0.04, -0.05, -0.04], [-0.09, -0.04, 0.04], [0.01, 0.08, 0.04], [0.10, -0.44, -0.03], [-0.08, -0.12, -0.15], [-0.09, 0.13, -0.18], [0.05, 0.01, 0.16], [0.09, -0.03, -0.04], [-0.47, 0.09, 0.09], [0.00, 0.05, 0.00], [0.00, -0.01, -0.01], [0.02, -0.03, 0.00], [-0.09, 0.04, -0.05], [-0.12, 0.00, 0.06], [0.13, -0.01, 0.06], [0.11, -0.06, -0.05], [-0.02, 0.02, -0.02], [-0.05, 0.03, -0.01], [0.00, 0.02, 0.00], [0.01, 0.00, -0.01], [0.00, -0.01, 0.00], [-0.01, 0.00, 0.01], [0.01, 0.00, 0.01], [0.00, -0.02, 0.01], [0.00, -0.01, -0.01], [0.02, 0.00, 0.02]]
}



(3)
{
  "formula": "C25H25BCrN8O2",
  "method": "wB97M-V/def2-TZVPD",
  "e_above_lowest_kcal_mol": 85.8,
  "charge": 0,
  "e_lumo_ev": [-1.74, -1.59],
  "multiplicity": 5,
  "homo_lumo_gap_ev": [6.618, 6.763],
  "e_tot_ev": -71444.22641,
  "species": ["H", "N", "B", "N", "C", "Cr", "H", "C", "H", "C", "H", "C", "H", "H", "H", "N", "N", "N", "N", "C", "C", "H", "H", "C", "C", "C", "C", "H", "H", "H", "H", "H", "O", "C", "N", "C", "C", "O", "N", "C", "C", "C", "C", "C", "C", "C", "C", "C", "C", "C", "C", "H", "H", "H", "H", "H", "H", "H", "H", "H", "H", "H"],
  "coordinates": [[1.4224, 3.8624, -0.2901], [1.3330, 2.0453, -1.4133], [0.3974, 0.4323, -3.2719], [0.8659, 1.8164, -2.7131], [1.0015, 2.9722, -3.4059], [2.8010, 1.0138, -0.1307], [0.9296, 3.0283, -4.4791], [1.2971, 4.0004, -2.5074], [1.4696, 5.0314, -2.7410], [1.3450, 3.3889, -1.2508], [0.4795, 0.4203, -4.4683], [-2.0081, -2.7258, 2.1500], [-1.8022, -3.3181, 3.0568], [-1.0225, -2.4093, 1.7879], [-2.4089, -3.4140, 1.3907], [-1.1526, 0.0424, -2.9363], [1.4197, -0.5726, -2.6453], [-1.4272, -0.0055, -1.6087], [1.9263, -0.5252, -1.3457], [-2.3153, -0.2644, -3.6214], [2.0567, -1.5705, -3.2964], [-2.3704, -0.3159, -4.6958], [2.0175, -1.6878, -4.3674], [-3.3196, -0.4790, -2.6759], [2.7747, -2.3184, -2.3667], [-2.6843, -0.2981, -1.4235], [2.5300, -1.7199, -1.1337], [-4.3440, -0.7260, -2.8164], [3.4057, -3.1617, -2.5736], [-3.0944, -0.3692, -0.4393], [2.7792, -2.0939, -0.1543], [-2.6205, -1.9023, 2.2987], [1.0830, 2.8057, 2.1529], [1.3469, 1.7302, 2.5747], [1.3168, 1.3526, 3.9358], [1.5125, -0.0329, 4.1121], [1.5836, -0.4816, 2.6366], [1.5349, -1.6819, 2.3526], [1.7121, 0.5956, 1.8172], [2.8439, -0.2828, 4.8255], [3.8683, -1.0184, 4.2341], [5.0994, -1.1899, 4.8807], [5.3331, -0.6015, 6.1232], [4.3100, 0.1518, 6.7214], [3.0684, 0.2999, 6.0815], [0.3033, -0.6281, 4.7997], [0.4209, -1.6984, 5.6858], [-0.7204, -2.1971, 6.3301], [-1.9820, -1.6702, 6.0394], [-2.1014, -0.6452, 5.0925], [-0.9579, -0.1276, 4.4754], [1.3526, 2.0679, 4.6471], [3.7247, -1.4771, 3.2585], [5.8671, -1.7952, 4.3970], [6.2955, -0.7334, 6.6284], [4.4711, 0.6255, 7.6953], [2.2787, 0.8850, 6.5632], [1.4077, -2.1377, 5.8558], [-0.6089, -3.0019, 7.0609], [-2.8732, -2.0607, 6.5377], [-3.0808, -0.2415, 4.8312], [-1.0503, 0.6692, 3.7345]],
  "forces_ev_per_angstrom": [[0.37, -0.20, 0.37], [-1.84, 0.74, 0.20], [-1.03, -0.26, 0.26], [1.87, 0.72, 0.28], [-0.21, 0.14, 1.14], [-4.04, -1.09, -0.42], [-0.43, -0.20, 0.02], [-0.47, -0.38, -0.25], [-0.20, 0.21, -0.02], [1.08, -0.60, -1.48], [0.24, 0.04, -0.04], [1.93, -2.30, -0.58], [-0.38, 0.44, -0.14], [-0.22, 0.15, 0.04], [-0.10, 0.32, 0.23], [0.29, 0.04, 0.82], [1.95, 0.39, 0.21], [1.47, 0.50, 0.55], [-1.13, -1.33, 0.59], [0.12, 0.14, 0.83], [-0.14, -0.03, 1.02], [0.15, 0.07, -0.03], [-0.45, -0.02, 0.07], [1.14, 0.24, -0.25], [-0.35, -0.28, -0.31], [-0.17, -0.09, -1.40], [0.73, 0.97, -1.23], [-0.46, -0.14, -0.37], [-0.17, -0.26, 0.04], [-0.10, -0.05, 0.34], [0.22, 0.40, 0.27], [-1.21, 1.39, 0.44], [0.04, 2.29, -1.06], [0.79, -2.79, 1.99], [-0.14, 2.11, -1.79], [0.17, -0.27, 0.39], [0.19, -1.86, -0.09], [0.43, 1.49, -0.20], [0.49, 0.46, -0.56], [0.23, -0.18, 0.08], [0.37, -0.06, 0.18], [-0.17, 0.15, 0.09], [-0.32, 0.06, 0.00], [-0.25, -0.05, -0.22], [0.53, -0.11, 0.07], [-0.20, -0.68, 0.11], [-0.33, 0.05, 0.07], [0.13, 0.05, -0.16], [0.17, 0.11, -0.10], [0.35, -0.06, 0.02], [-0.45, -0.16, 0.30], [-0.15, -0.26, -0.07], [-0.08, 0.02, 0.24], [-0.14, 0.20, 0.16], [-0.40, 0.08, -0.19], [-0.05, -0.20, -0.37], [0.25, -0.24, -0.12], [-0.39, 0.15, 0.12], [-0.11, 0.22, -0.27], [0.33, 0.12, -0.16], [0.26, -0.15, 0.10], [-0.01, -0.21, 0.28]]
}



(4)
{
  "formula": "C25H25BeNSi",
  "method": "wB97M-V/def2-TZVPD",
  "e_above_lowest_kcal_mol": 9.5,
  "charge": -2,
  "e_lumo_ev": [5.13, 5.13],
  "homo_lumo_gap_ev": [3.098, 3.097],
  "e_tot_ev": -36094.54205,
  "species": ["C", "C", "C", "C", "C", "Be", "N", "C", "C", "H", "H", "H", "H", "H", "H", "H", "H", "H", "H", "C", "C", "C", "C", "C", "C", "Si", "C", "C", "C", "C", "C", "C", "C", "C", "C", "C", "C", "C", "H", "H", "H", "H", "H", "H", "H", "H", "H", "H", "H", "H", "H", "H", "H"],
  "coordinates": [[1.7432, 1.1242, 0.8860], [1.4342, 1.9031, -0.2625], [1.6043, 1.0991, -1.4111], [2.0720, -0.1631, -1.0040], [2.1346, -0.1749, 0.4317], [0.2038, -0.0424, 0.1930], [-0.7821, -0.7802, 1.0931], [-2.0044, 0.6652, 0.9176], [-1.6209, 1.7252, -0.0272], [1.5266, 1.4417, -2.4502], [1.1680, 2.9711, -0.2500], [2.4880, -0.9494, -1.6560], [2.7248, -0.9178, 1.0201], [1.9256, 1.5314, 1.8977], [-1.1649, 2.6336, 0.3417], [-2.1297, 1.0363, 1.9717], [-0.6040, -1.1247, 2.0665], [-1.8426, 1.6583, -1.0843], [-2.8550, 0.0183, 0.5857], [2.3683, -5.0040, -2.8625], [2.2026, -3.7176, -3.4019], [1.2395, -2.8453, -2.8620], [0.4774, -3.2185, -1.7630], [0.5833, -4.5345, -1.2532], [1.5358, -5.4094, -1.7883], [-0.8512, -2.0250, -1.0759], [-1.8609, -1.6733, -2.6287], [-1.9358, -0.4092, -3.1989], [-2.7040, -0.1928, -4.3702], [-3.3662, -1.2691, -5.0091], [-3.2364, -2.5708, -4.4740], [-2.4822, -2.7652, -3.3119], [-2.0314, -3.0537, 0.0775], [-3.4166, -3.0189, -0.1731], [-4.2182, -3.6671, 0.7517], [-3.6600, -4.2903, 1.8893], [-2.2862, -4.2566, 2.1203], [-1.4449, -3.6253, 1.2138], [3.1241, -5.6802, -3.2653], [2.8241, -3.3877, -4.2182], [1.1053, -1.8826, -3.2971], [-0.0725, -4.8425, -0.4732], [1.6481, -6.3997, -1.3789], [-1.4320, 0.3969, -2.7420], [-2.8145, 0.7983, -4.7916], [-3.9684, -1.1063, -5.9063], [-3.7261, -3.4080, -4.9568], [-2.3751, -3.7715, -2.9327], [-3.7892, -2.5004, -1.0374], [-5.2627, -3.6949, 0.5701], [-4.3028, -4.7953, 2.5948], [-1.8268, -4.6905, 2.9736], [-0.3837, -3.5150, 1.3692]],
  "forces_ev_per_angstrom": [[0.94, 0.74, -0.16], [0.27, 0.17, 0.42], [0.73, 0.34, -0.27], [0.79, -0.07, 0.53], [1.54, -0.11, -0.48], [-0.16, -0.12, -0.54], [-0.94, 0.87, 2.38], [-0.20, -0.20, -0.28], [-0.42, -1.09, 0.94], [-0.31, -0.26, 0.51], [-0.15, -0.81, -0.02], [-0.77, 0.39, 0.50], [-1.11, 0.54, -0.48], [-0.65, -0.48, -0.66], [0.13, -0.07, 0.00], [0.23, -0.73, -0.99], [-0.32, 0.80, -0.59], [-0.01, -0.06, 0.08], [0.68, 0.61, 0.45], [-0.42, 0.19, 0.40], [-0.66, -0.13, 0.83], [1.27, -1.37, -0.25], [-2.15, -0.56, 0.40], [1.67, 0.20, -1.27], [0.14, 0.83, -0.39], [0.96, 1.01, 0.41], [-0.45, -1.67, -1.10], [-1.34, -0.83, -1.36], [-0.23, -1.19, -0.07], [0.58, 0.17, 0.82], [0.33, 0.82, 0.27], [-0.37, 1.23, -0.56], [1.02, 1.12, -1.88], [1.43, -0.90, 1.43], [0.69, -0.26, 0.60], [-0.24, 0.28, -0.55], [0.16, 0.43, -0.79], [-1.64, -0.09, -0.41], [-0.17, 0.12, 0.10], [0.12, 0.03, -0.29], [-0.11, 0.71, -0.25], [-0.32, -0.33, 0.47], [-0.01, -0.35, 0.07], [0.49, 0.82, 0.57], [0.11, 0.12, 0.03], [0.17, 0.04, 0.23], [0.00, -0.08, -0.09], [0.04, -0.08, 0.20], [-0.25, 0.00, -0.17], [-1.02, -0.11, 0.14], [-0.17, -0.06, 0.09], [-0.01, -0.49, 0.89], [0.11, -0.08, 0.12]]
}